Entry 1:
A structure of composition C26H46F13N2O8P3 in a non-equilibrium geometry. Source: OMol25; level of theory: wB97M-V/def2-TZVPD.

Structure (XYZ):
```
98
Properties=species:S:1:pos:R:3:forces:R:3
C -0.384 -5.144 -1.935 -0.2 0.2 -0.5
C -1.003 -3.937 -2.663 0.1 -0.7 0.4
C -1.722 -2.987 -1.710 0.4 0.3 -0.2
N -0.882 -1.802 -1.405 -0.2 -0.5 0.0
C -0.913 -1.421 -0.009 0.0 0.1 0.3
C 0.162 -2.093 0.852 0.0 -0.4 0.1
O 0.479 -3.273 0.844 -0.2 1.2 -0.1
N 0.704 -1.124 1.695 -1.1 -1.0 0.5
C -0.154 0.059 1.811 0.5 1.0 -1.2
C -1.096 0.092 3.023 0.0 -1.0 0.2
C -1.564 -1.288 3.546 -0.1 0.3 0.1
C -3.058 -1.502 3.402 0.9 0.2 0.5
F -3.508 -1.053 2.216 -0.1 -0.5 0.2
F -3.676 -0.760 4.357 -0.4 -0.1 0.0
C -3.430 -2.982 3.604 -0.1 -0.2 0.6
F -2.720 -3.779 2.780 -0.2 0.3 -0.1
F -3.045 -3.287 4.871 -0.1 0.0 -0.1
C -4.934 -3.349 3.524 -0.2 -0.1 0.3
F -5.617 -2.631 4.440 0.2 0.0 -0.2
F -5.046 -4.646 3.887 0.2 0.1 -0.4
C -5.607 -3.110 2.138 -0.5 0.1 0.1
F -4.727 -3.215 1.132 0.0 0.0 0.2
F -6.124 -1.858 2.149 0.2 0.0 -0.1
C -6.788 -4.077 1.853 0.1 0.0 -0.5
F -6.264 -5.235 1.405 -0.1 0.1 0.3
F -7.523 -4.291 2.956 0.2 0.0 -0.1
C -7.751 -3.536 0.732 -0.5 -0.9 -0.3
F -7.114 -2.788 -0.170 -0.3 0.0 0.4
F -8.780 -2.878 1.271 0.6 0.2 -0.3
F -8.256 -4.608 0.086 0.1 0.5 0.2
P 1.129 1.455 1.862 0.6 1.1 0.1
C 2.800 0.829 2.330 -0.6 0.1 1.0
C 0.709 2.807 3.050 0.4 -1.1 0.7
C -0.808 0.075 0.294 1.0 0.1 0.9
P 0.500 1.078 -0.756 -0.7 1.9 -0.9
C 1.701 -0.083 -1.569 -0.9 0.0 -0.1
O -0.381 1.858 -1.979 0.9 -1.5 -0.3
P -2.405 1.014 -0.072 -0.1 0.4 -2.3
O -2.604 2.081 1.194 -0.1 -1.0 0.5
O -3.608 -0.114 0.045 0.4 0.8 0.4
H -0.273 -5.977 -2.622 0.1 -0.1 -0.1
H 0.591 -4.921 -1.522 0.1 0.0 0.4
H -1.075 -5.458 -1.162 0.1 -0.2 0.3
H -0.226 -3.415 -3.216 0.0 0.2 -0.3
H -1.705 -4.348 -3.379 -0.2 0.2 -0.3
H -1.922 -3.534 -0.792 -0.3 -0.1 0.1
H -2.657 -2.651 -2.145 -0.2 0.1 0.0
H 0.060 -2.095 -1.619 0.2 0.2 0.0
H -1.854 -1.727 0.457 -0.2 -0.4 -0.2
H 0.938 -1.522 2.596 0.7 0.0 -0.1
H -0.546 0.554 3.833 0.1 0.1 0.2
H -1.965 0.717 2.863 0.1 0.2 -0.2
H -1.396 -1.313 4.616 0.1 -0.2 0.2
H -1.019 -2.132 3.141 0.0 -0.1 -0.3
H 3.408 0.783 1.437 0.1 -0.3 -0.2
H 3.244 1.594 2.964 0.1 0.2 0.0
H 2.827 -0.093 2.899 0.1 -0.3 -0.1
H 0.629 2.456 4.078 -0.4 0.2 0.2
H -0.164 3.372 2.752 -0.3 0.0 -0.1
H 1.562 3.476 3.032 0.2 0.1 -0.2
H 1.234 -0.526 -2.444 0.1 -0.3 -0.1
H 2.552 0.504 -1.889 0.1 0.3 0.0
H 2.069 -0.829 -0.871 -0.1 -0.2 0.1
H -0.602 1.289 -2.734 -0.3 0.0 0.0
H -1.921 2.750 1.070 0.0 0.3 0.0
H -4.255 0.080 0.733 -0.1 -0.1 0.0
C 1.787 1.570 -5.312 0.1 -0.1 0.1
O 0.471 1.236 -5.702 0.1 0.0 -0.1
C -0.394 2.358 -5.754 -0.2 -0.2 0.1
C -0.637 2.813 -7.174 0.0 0.3 0.0
O 0.540 3.350 -7.760 0.0 -0.1 0.0
C 1.175 2.456 -8.655 0.0 0.1 0.0
H 2.414 0.693 -5.470 -0.1 0.0 0.0
H 2.191 2.395 -5.903 0.0 0.0 0.0
H 1.808 1.827 -4.246 0.1 0.1 0.0
H 0.003 3.177 -5.148 0.0 0.0 0.0
H -1.346 2.043 -5.314 0.0 0.1 0.0
H -1.386 3.611 -7.165 0.0 0.0 0.0
H -1.028 1.989 -7.777 0.0 0.0 0.0
H 0.586 2.347 -9.572 0.0 -0.1 0.0
H 1.328 1.473 -8.202 0.0 0.0 0.0
H 2.144 2.880 -8.912 0.0 0.1 0.0
C 7.889 3.008 3.964 0.1 0.0 0.0
O 8.100 3.494 2.651 -0.1 0.0 0.1
C 7.351 2.796 1.669 0.3 0.2 -0.1
C 6.141 3.586 1.226 -0.3 -0.3 0.0
O 5.185 3.706 2.268 0.1 0.1 0.1
C 5.198 4.979 2.890 -0.1 0.0 0.0
H 8.356 3.710 4.654 0.0 0.0 0.0
H 6.825 2.936 4.201 0.0 0.0 0.0
H 8.359 2.027 4.090 -0.1 0.0 0.0
H 7.048 1.812 2.039 0.0 0.0 0.0
H 8.009 2.646 0.807 0.0 0.0 0.0
H 5.655 3.054 0.401 0.0 0.0 0.0
H 6.442 4.572 0.860 0.0 0.0 0.0
H 4.785 5.738 2.218 0.1 0.0 0.0
H 6.207 5.269 3.192 0.0 0.0 0.0
H 4.569 4.920 3.777 0.0 0.0 0.0
```
Positions in Å, forces in eV/Å.

The HOMO energy is -6.052 eV. The gap between HOMO and LUMO is 0.2383 Ha. As for the total energy: -4051.9379 a.u. The value obtained for the LUMO energy is 0.4 eV.

Entry 2:
A cluster of 3 separate species, C16H20BrFNO in total in a non-equilibrium geometry. Source: OMol25; level of theory: wB97M-V/def2-TZVPD.

Structure (XYZ):
```
40
Properties=species:S:1:pos:R:3:forces:R:3
F 3.173 0.113 3.575 -1.3 0.0 -1.7
C 2.506 -0.150 2.362 0.7 -1.8 0.4
N 2.462 1.141 1.578 -0.2 -0.4 1.5
C 1.467 2.037 2.284 -2.2 1.1 0.0
C 0.017 1.375 2.217 0.3 1.0 0.1
O 0.071 0.176 3.013 1.1 -0.4 -1.1
C 1.051 -0.745 2.554 -0.5 0.5 1.1
Br 0.500 -1.505 0.795 0.4 0.2 0.6
H 3.105 -0.937 1.807 -0.5 1.2 0.6
H 2.161 0.888 0.624 0.2 0.4 0.1
H 3.391 1.596 1.609 -0.3 -0.4 -0.4
H 1.705 2.128 3.388 0.2 -0.1 -1.5
H 1.462 3.048 1.770 0.1 -1.2 0.7
H -0.749 2.056 2.704 1.1 -0.8 -0.5
H -0.349 1.213 1.159 0.5 -0.2 1.1
H 1.078 -1.580 3.318 0.1 1.0 -1.1
C -3.558 0.029 1.652 0.0 0.1 -0.1
C -4.545 0.738 2.327 0.0 0.0 0.0
C -5.574 1.346 1.617 0.1 0.0 -0.1
C -5.622 1.236 0.231 0.1 0.0 0.1
C -4.638 0.523 -0.444 0.0 0.0 0.0
C -3.604 -0.077 0.265 0.0 0.1 0.1
H -2.753 -0.443 2.206 -0.1 0.0 0.0
H -4.512 0.818 3.408 0.0 0.0 -0.1
H -6.340 1.904 2.143 0.0 0.0 0.0
H -6.428 1.706 -0.322 0.0 0.0 0.0
H -4.677 0.436 -1.524 0.0 0.0 0.1
H -2.833 -0.628 -0.262 -0.1 0.0 0.0
C 3.028 -1.512 -5.181 0.0 0.0 0.1
C 4.007 -1.647 -4.203 0.0 0.0 0.0
C 3.650 -1.668 -2.860 -0.1 0.0 0.0
C 2.311 -1.563 -2.495 0.1 0.1 -0.1
C 1.332 -1.431 -3.473 0.0 0.0 0.0
C 1.690 -1.401 -4.816 0.1 0.0 0.0
H 3.307 -1.492 -6.228 0.0 0.0 0.1
H 5.049 -1.736 -4.488 -0.1 0.0 0.0
H 4.414 -1.767 -2.097 0.0 0.0 -0.1
H 2.031 -1.583 -1.447 0.1 -0.1 -0.1
H 0.288 -1.351 -3.189 0.0 0.0 0.0
H 0.928 -1.293 -5.579 0.0 0.0 0.0
```
Positions in Å, forces in eV/Å.

As for the charge: +1. The HOMO energy is -11.548 eV. The gap between HOMO and LUMO is 0.2976 Ha. As for the total energy: -3425.2637 a.u. The value obtained for the LUMO energy is -3.5 eV.

Entry 3:
A structure of composition C25H21B2Br3F8MnN4O8 in a non-equilibrium geometry. Source: OMol25; level of theory: wB97M-V/def2-TZVPD.

Structure (XYZ):
```
72
Properties=species:S:1:pos:R:3:forces:R:3
Mn 4.243 -23.702 -7.115 1.0 -1.8 -0.2
B 6.142 -22.249 -6.794 3.1 0.0 1.5
F 5.891 -22.583 -5.448 0.2 0.2 -1.0
F 7.173 -21.382 -7.013 0.0 0.2 0.2
F 6.432 -23.477 -7.489 0.0 -0.6 -0.2
F 4.987 -21.858 -7.395 -2.1 1.8 -1.1
B 2.447 -23.909 -5.703 -2.6 -1.1 2.9
F 1.332 -23.914 -4.905 0.7 0.3 -0.2
F 2.540 -22.765 -6.493 -0.4 1.1 -1.0
F 3.692 -23.999 -5.053 0.4 0.4 0.8
F 2.464 -25.045 -6.502 -0.1 -0.4 -1.6
C 6.932 -19.945 -10.442 -0.4 0.2 -0.8
Br 8.473 -18.752 -10.690 -0.9 -0.5 0.0
Br 6.885 -21.384 -11.838 0.2 0.9 1.1
Br 5.193 -18.967 -10.489 1.2 -0.5 0.1
H 7.020 -20.391 -9.451 -0.1 0.0 -0.3
C 7.322 -16.719 -1.227 -0.2 -0.6 0.5
C 7.959 -17.274 -2.327 -0.5 0.5 -0.5
C 7.260 -17.995 -3.280 -0.8 -0.6 0.0
C 5.886 -18.273 -3.065 1.6 0.4 1.0
C 5.333 -17.890 -1.839 -0.6 0.7 0.6
C 6.014 -17.098 -0.887 1.3 -0.2 -1.8
N 5.083 -19.079 -3.994 -1.5 -1.7 -0.5
O 5.632 -19.826 -4.828 -0.5 1.9 1.5
O 3.849 -19.054 -3.812 2.2 0.2 -0.5
H 7.934 -16.050 -0.640 -0.3 0.0 0.5
H 8.999 -17.031 -2.488 0.1 -0.1 -0.1
H 7.806 -18.350 -4.141 -0.3 -0.2 -0.2
H 4.303 -18.102 -1.590 -0.1 -0.4 -0.4
H 5.586 -16.761 0.046 -0.3 -0.1 -0.2
C 8.243 -26.934 -3.167 1.8 0.9 1.0
C 7.332 -27.940 -3.268 -0.1 0.7 -0.8
C 6.437 -27.794 -4.323 -1.0 -1.7 1.1
C 6.436 -26.714 -5.168 -0.3 0.0 0.2
C 7.318 -25.647 -4.977 0.7 -0.4 0.2
C 8.283 -25.803 -3.949 -1.3 0.1 -2.0
N 5.384 -26.740 -6.236 0.1 1.4 -0.8
O 4.846 -27.738 -6.660 0.8 0.9 1.1
O 5.171 -25.603 -6.723 0.2 -1.2 0.1
H 9.022 -26.971 -2.419 0.1 -0.3 0.3
H 7.428 -28.717 -2.523 -0.7 -0.4 -0.4
H 5.626 -28.503 -4.399 0.0 -0.2 -0.4
H 7.353 -24.800 -5.646 -0.2 0.0 0.1
H 9.125 -25.128 -3.906 -0.3 0.3 0.3
C 9.542 -25.359 -7.425 -0.8 0.0 -0.3
C 10.114 -26.419 -6.763 1.3 1.4 1.9
C 11.021 -26.085 -5.712 -0.1 -2.1 -0.6
C 11.351 -24.798 -5.352 -0.8 1.1 -0.6
C 10.708 -23.766 -6.008 -1.2 0.3 -0.5
C 9.777 -24.050 -7.022 1.0 0.3 0.7
N 12.232 -24.445 -4.234 2.9 -0.8 0.7
O 12.734 -23.268 -4.139 -2.1 -4.0 0.0
O 12.565 -25.468 -3.558 -0.6 3.4 -0.9
H 8.799 -25.555 -8.184 -0.1 0.1 -0.2
H 9.830 -27.456 -6.864 0.1 0.0 -0.4
H 11.442 -26.954 -5.230 0.3 0.3 0.4
H 10.775 -22.747 -5.656 0.4 0.1 0.0
H 9.228 -23.211 -7.424 -0.1 -0.1 -0.3
C 10.469 -18.863 -5.872 -0.4 -0.4 -1.1
C 11.832 -19.177 -5.878 -0.9 0.0 -0.2
C 12.338 -20.054 -6.851 -0.1 0.2 -0.2
C 11.483 -20.529 -7.844 -0.8 0.2 -0.2
C 10.131 -20.177 -7.849 -1.0 -0.3 0.4
C 9.601 -19.360 -6.860 1.6 0.2 1.0
N 11.973 -21.438 -8.940 -0.7 -1.5 -0.8
O 11.189 -21.886 -9.785 -0.2 1.3 1.2
O 13.121 -21.808 -8.943 0.8 0.7 0.9
H 9.979 -18.226 -5.150 0.6 0.2 0.4
H 12.407 -18.676 -5.113 0.6 -0.4 -0.1
H 13.365 -20.388 -6.879 0.1 0.2 0.1
H 9.362 -20.606 -8.474 0.6 -0.2 -0.7
H 8.561 -19.090 -6.750 -0.2 -0.3 -0.5
```
Positions in Å, forces in eV/Å.

The value obtained for the energy relative to the best compared isomer or geometry (same formula, charge and spin) is 59.3 kcal/mol. The spin multiplicity is 6. The HOMO energy (spin up / spin down) is -10.054 / -10.054 eV. The gap between HOMO and LUMO (spin up / spin down) is 0.3111 / 0.3080 Ha. As for the total energy: -11507.9158 a.u. The value obtained for the LUMO energy (spin up / spin down) is -1.6 / -1.7 eV. As for the expectation value of S²: 8.7521.

Entry 4:
A cluster of 2 separate species, C4H6N2O in total. Source: OMol25; level of theory: wB97M-V/def2-TZVPD.

Structure (XYZ):
```
13
Properties=species:S:1:pos:R:3:forces:R:3
N 1.959 0.543 0.465 0.0 -0.1 0.1
C 0.746 0.155 -0.051 -0.1 0.0 0.0
C -0.476 0.921 0.127 0.3 0.3 -0.1
N -1.338 0.445 -0.940 -0.2 -0.1 0.0
C -0.991 -0.895 -0.767 0.1 0.0 0.2
O -1.743 -1.405 0.162 0.1 0.0 0.0
C 0.431 -1.019 -0.703 0.0 0.0 0.1
H 1.926 1.269 1.166 0.0 -0.1 -0.1
H 2.601 -0.200 0.701 -0.1 0.1 0.0
H -0.431 1.996 0.301 0.0 -0.1 0.0
H -2.319 0.545 -0.697 0.1 0.0 0.0
H -1.339 -0.399 0.898 -0.1 -0.2 -0.2
H 0.973 -1.955 -0.663 -0.1 0.1 0.0
```
Positions in Å, forces in eV/Å.

The value obtained for the energy relative to the best compared isomer or geometry (same formula, charge and spin) is 112.5 kcal/mol. The HOMO energy is -8.452 eV. The gap between HOMO and LUMO is 0.3237 Ha. As for the total energy: -340.6156 a.u. The value obtained for the LUMO energy is 0.4 eV.

Entry 5:
The molecule C3H2Cl2O2 in a non-equilibrium geometry. Source: OMol25; level of theory: wB97M-V/def2-TZVPD.

Structure (XYZ):
```
9
Properties=species:S:1:pos:R:3:forces:R:3
C 1.124 -0.809 -0.825 1.0 1.9 2.6
C 1.292 -0.079 0.265 0.3 0.1 2.7
C -1.111 0.543 0.348 1.8 -0.6 -0.6
O 1.056 -1.209 -1.878 -0.2 -1.9 -2.9
O 0.198 0.683 0.766 0.1 0.2 -0.7
Cl -1.382 0.759 -1.494 0.2 0.3 1.5
Cl -1.715 -1.059 0.772 -0.4 -0.2 0.0
H -1.559 1.315 0.930 -1.1 0.4 -0.2
H 2.098 -0.144 1.115 -1.6 -0.3 -2.4
```
Positions in Å, forces in eV/Å.

The value obtained for the energy relative to the best compared isomer or geometry (same formula, charge and spin) is 61.4 kcal/mol. As for the structure (SMILES): O=C=COC(Cl)Cl. The HOMO energy is -8.966 eV. The gap between HOMO and LUMO is 0.3356 Ha. As for the total energy: -1186.2930 a.u. The value obtained for the LUMO energy is 0.2 eV.